Molecular formula: C5H12O2
Method: DFT, wB97M-V/def2-TZVPD

The value obtained for the HOMO-LUMO gap is 0.3705 Eh. Its max |F| is 3.47 eV/Å. The calculation puts the total energy at -9473.512 eV. The calculation puts the energy above the lowest of the compared OMol25 structures with the same formula, charge and spin at 37.4 kcal/mol. The SMILES is CC(C)CC=O.O. As for the total charge: 0.

Atoms and positions in Å:
O: 2.278 -0.586 2.217
C: 1.376 -0.824 1.454
C: 1.191 -0.224 0.083
C: -0.256 -0.198 -0.383
C: -0.067 0.411 -1.824
C: -0.992 -1.526 -0.532
H: 0.664 -1.633 1.744
H: 1.665 0.761 0.192
H: 1.942 -0.678 -0.559
H: -0.995 0.464 0.053
H: -1.052 0.389 -2.314
H: 0.735 -0.112 -2.338
H: 0.028 1.490 -1.742
H: -0.309 -2.358 -0.658
H: -1.470 -1.768 0.426
H: -1.709 -1.480 -1.349
H: -0.467 2.468 2.332
H: -1.731 2.790 1.757
O: -0.830 2.613 1.442

***

Molecular formula: C5H12O2
Method: DFT, wB97M-V/def2-TZVPD

The value obtained for the HOMO-LUMO gap is 0.3959 Eh. Its max |F| is 0.60 eV/Å. The calculation puts the total energy at -9473.998 eV. The calculation puts the energy above the lowest of the compared OMol25 structures with the same formula, charge and spin at 26.2 kcal/mol. The SMILES is CO[C@@H](C)CCO. As for the total charge: 0.

Atoms and positions in Å:
C: -0.975 0.035 1.979
O: -0.811 -0.370 0.647
C: 0.527 -0.273 0.125
C: 1.290 -1.583 0.279
C: 0.399 0.135 -1.336
C: -0.394 1.424 -1.533
O: -1.749 1.270 -1.181
H: -0.472 -0.686 2.623
H: -2.050 0.038 2.212
H: -0.582 1.050 2.188
H: 1.064 0.519 0.669
H: 0.765 -2.382 -0.253
H: 1.390 -1.865 1.331
H: 2.301 -1.488 -0.139
H: -0.106 -0.665 -1.891
H: 1.410 0.251 -1.740
H: 0.089 2.233 -0.956
H: -0.364 1.702 -2.590
H: -1.731 0.655 -0.437

***

Molecular formula: C5H12O2
Method: DFT, wB97M-V/def2-TZVPD

The value obtained for the HOMO-LUMO gap (alpha / beta) is 0.2966 / 0.2966 Eh. Its max |F| is 1.25 eV/Å. The calculation puts the total energy at -9469.148 eV. The calculation puts the energy above the lowest of the compared OMol25 structures with the same formula, charge and spin at 138.1 kcal/mol. As for the total charge: 0.

Atoms and positions in Å:
C: 2.328 1.058 0.494
C: 2.190 -0.968 -0.831
O: 0.923 -0.832 -1.014
C: 0.133 -0.739 0.089
C: -1.291 -0.501 -0.297
O: -1.913 0.264 0.707
C: -3.233 0.581 0.365
H: 2.398 1.397 1.531
H: 2.148 1.947 -0.123
H: 3.361 0.763 0.248
H: 2.541 -1.453 0.074
H: 2.789 -0.960 -1.729
H: 0.312 -1.563 0.783
H: 1.226 0.404 0.558
H: -1.297 0.028 -1.264
H: -1.848 -1.448 -0.438
H: -3.846 -0.324 0.215
H: -3.272 1.180 -0.560
H: -3.648 1.165 1.190

***

Molecular formula: C5H12O2
Method: DFT, wB97M-V/def2-TZVPD

The value obtained for the HOMO-LUMO gap is 0.3968 Eh. Its max |F| is 0.45 eV/Å. The calculation puts the total energy at -9474.826 eV. The calculation puts the energy above the lowest of the compared OMol25 structures with the same formula, charge and spin at 7.1 kcal/mol. The SMILES is CCC(=O)CC.O. As for the total charge: 0.

Atoms and positions in Å:
C: 2.400 0.078 1.526
C: 1.418 0.917 0.720
C: 0.195 0.153 0.252
O: -0.042 -0.967 0.672
C: -0.730 0.834 -0.741
C: -1.085 -0.084 -1.917
O: -2.830 -1.602 0.413
H: 1.911 -0.360 2.399
H: 2.787 -0.743 0.917
H: 3.248 0.681 1.868
H: 1.041 1.760 1.319
H: 1.903 1.371 -0.153
H: -0.272 1.766 -1.087
H: -1.883 -1.473 0.601
H: -1.652 1.095 -0.202
H: -0.196 -0.583 -2.317
H: -1.797 -0.840 -1.581
H: -1.546 0.488 -2.729
H: -2.871 -2.490 0.039

***

Molecular formula: C5H12O2
Method: DFT, wB97M-V/def2-TZVPD

The value obtained for the HOMO-LUMO gap is 0.3882 Eh. Its max |F| is 0.55 eV/Å. The calculation puts the total energy at -9473.176 eV. The calculation puts the energy above the lowest of the compared OMol25 structures with the same formula, charge and spin at 45.2 kcal/mol. The SMILES is C=CCC.C=O.O. As for the total charge: 0.

Atoms and positions in Å:
C: -0.224 -1.286 1.688
C: -0.666 -1.694 0.279
C: -1.311 -0.571 -0.484
O: 2.379 0.798 0.894
C: -0.983 -0.188 -1.716
C: 0.314 2.443 -0.745
O: 1.445 2.479 -1.174
H: 0.176 -2.149 2.232
H: 0.550 -0.510 1.651
H: -1.071 -0.897 2.265
H: -1.388 -2.519 0.352
H: 0.188 -2.079 -0.293
H: -2.125 -0.056 0.032
H: 2.539 -0.029 0.424
H: -1.517 0.608 -2.231
H: -0.179 -0.672 -2.268
H: 0.075 1.987 0.229
H: -0.529 2.874 -1.316
H: 2.327 1.461 0.183

***

Molecular formula: C5H12O2
Method: DFT, wB97M-V/def2-TZVPD

The value obtained for the HOMO-LUMO gap is 0.3701 Eh. Its max |F| is 2.87 eV/Å. The calculation puts the total energy at -9471.440 eV. The calculation puts the energy above the lowest of the compared OMol25 structures with the same formula, charge and spin at 85.2 kcal/mol. As for the total charge: 0.

Atoms and positions in Å:
C: -1.266 -0.546 -0.123
C: -1.042 -1.453 1.091
C: -0.466 0.729 0.021
C: -0.977 1.946 -0.097
O: -2.642 -0.319 -0.358
H: -3.014 0.097 0.430
H: -0.917 -1.070 -1.024
H: 0.548 0.577 0.438
H: 0.016 -1.667 1.216
H: -1.405 -0.963 1.995
H: -1.583 -2.388 0.960
H: -1.976 2.101 -0.477
H: -0.388 2.832 0.075
C: 3.030 -0.259 -0.242
O: 2.350 -0.195 0.760
H: 1.003 0.764 -1.531
H: 3.927 0.371 -0.361
H: 3.104 -1.192 -0.825
H: 1.699 0.637 -1.947